Entry from the Open Molecules 2025 dataset: a structure of composition C30H43CeF5P2 (wB97M-V/def2-TZVPD).

Results
- orbital gap (alpha / beta) (eV) = 5.5 / 5.6
- LUMO level (alpha / beta) (eV) = -8.15 / -8.14
- charge = +2

Element x y z (Å)
Ce (1.562, 0.364, 1.178)
C (3.756, 0.944, -0.114)
C (2.840, 2.009, -0.423)
C (3.500, 2.237, 1.787)
C (4.158, 1.094, 1.256)
C (2.677, 2.801, 0.765)
C (4.259, -0.098, -1.046)
H (3.749, -0.059, -2.014)
H (4.128, -1.113, -0.642)
H (5.335, 0.025, -1.234)
C (5.187, 0.292, 1.969)
H (5.580, -0.501, 1.328)
H (4.763, -0.170, 2.874)
H (6.027, 0.926, 2.297)
C (3.777, 2.838, 3.115)
H (4.845, 3.079, 3.235)
H (3.522, 2.139, 3.921)
H (3.206, 3.757, 3.273)
C (1.931, 4.083, 0.881)
H (2.619, 4.940, 0.953)
H (1.306, 4.111, 1.785)
H (1.285, 4.263, 0.016)
C (2.288, 2.341, -1.765)
H (2.921, 3.084, -2.276)
H (1.281, 2.771, -1.695)
H (2.235, 1.462, -2.414)
C (-2.910, -3.038, -2.667)
C (-2.264, -2.671, -3.785)
C (-2.879, -1.986, -4.968)
C (-4.017, -0.978, -4.648)
C (-3.758, -0.092, -3.466)
C (-4.168, -0.320, -2.212)
C (-4.777, -1.581, -1.682)
C (-4.380, -2.881, -2.434)
H (-3.283, -2.730, -5.683)
H (-4.975, -1.510, -4.571)
H (-2.090, -1.444, -5.519)
H (-4.961, -2.966, -3.360)
H (-2.393, -3.636, -1.909)
H (-1.250, -3.043, -3.967)
H (-4.702, -3.722, -1.798)
H (-4.490, -1.700, -0.621)
H (-4.179, 0.514, -1.500)
H (-5.879, -1.501, -1.695)
H (-4.109, -0.321, -5.530)
H (-3.305, 0.874, -3.726)
P (0.165, -0.819, -0.925)
P (-0.939, 1.778, 0.921)
C (-1.637, -0.624, -0.522)
C (-2.078, 0.350, 0.583)
H (-2.017, -1.630, -0.286)
H (-2.097, -0.337, -1.479)
H (-3.059, 0.787, 0.327)
H (-2.205, -0.200, 1.532)
C (-1.459, 2.301, 2.594)
H (-0.945, 3.238, 2.848)
H (-1.175, 1.540, 3.334)
H (-2.550, 2.455, 2.624)
C (-1.586, 3.105, -0.145)
H (-2.680, 3.184, -0.045)
H (-1.328, 2.903, -1.194)
H (-1.124, 4.061, 0.147)
C (0.451, -2.594, -0.588)
H (1.505, -2.829, -0.798)
H (-0.204, -3.194, -1.238)
H (0.242, -2.827, 0.465)
C (0.233, -0.688, -2.724)
H (0.128, 0.358, -3.033)
H (-0.572, -1.281, -3.180)
H (1.204, -1.067, -3.069)
F (3.031, 0.003, 4.620)
C (1.970, -0.860, 4.567)
C (1.193, -0.937, 3.418)
C (0.148, -1.849, 3.469)
F (-0.702, -1.966, 2.390)
C (-0.123, -2.665, 4.575)
F (-1.145, -3.540, 4.551)
C (0.684, -2.559, 5.710)
F (0.450, -3.328, 6.790)
C (1.731, -1.644, 5.702)
F (2.523, -1.515, 6.787)